No. 1
A gas-phase ion, C6H10N3O2 (charge +1). Source: the Open Molecules 2025 dataset; level of theory: ωB97M-V with the def2-TZVPD basis set.

Last columns: bonded neighbours and bond lengths (Å).
CARTESIAN COORDINATES (ANGSTROEM)
1 C 0.6638 0.9757 -2.3120  C2 1.543, H12 1.005, H13 1.136, H14 1.108
2 C 1.2769 -0.0232 -1.3087  C1 1.543, N3 1.443, H15 1.059, H16 1.158
3 N 0.5006 -0.3523 -0.1376  C2 1.443, C4 1.329, C8 1.593
4 C 0.6746 0.2312 1.0432  N3 1.329, C5 1.338, H17 1.100
5 C -0.3904 0.0533 1.8338  C4 1.338, N6 1.419, H18 1.122
6 N -1.3488 -0.7517 1.1642  C5 1.419, C7 1.484, C8 1.316
7 C -2.6029 -1.2335 1.7949  N6 1.484, H19 1.086, H20 1.090, H21 1.181
8 C -0.9725 -0.9570 -0.0798  N3 1.593, N6 1.316, N9 1.484
9 N -1.4979 -1.8129 -1.1728  C8 1.484, O10 1.173, O11 1.179
10 O -0.7394 -2.0615 -2.0327  N9 1.173
11 O -2.6232 -2.1299 -1.0240  N9 1.179
12 H 1.1891 0.8458 -3.1587  C1 1.005
13 H 0.7943 1.9612 -1.7617  C1 1.136
14 H -0.3712 0.6790 -2.5723  C1 1.108
15 H 2.2237 0.3056 -0.9677  C2 1.059
16 H 1.3733 -0.9067 -2.0512  C2 1.158
17 H 1.6943 0.6328 1.1407  C4 1.100
18 H -0.6986 0.1386 2.9093  C5 1.122
19 H -2.3999 -2.0530 2.4775  C7 1.086
20 H -2.9525 -0.4364 2.4502  C7 1.090
21 H -3.2610 -1.6402 0.9031  C7 1.181

Values from the calculation:
LUMO, eV: -5.322
HOMO-LUMO gap, Ha: 0.3291
HOMO energy, hartree: -0.525
Charge: +1
Energy above the lowest of the compared OMol25 structures with the same formula, charge and spin, kJ/mol: 597.5
Energy, a.u.: -548.9389
SMILES: CCn1cc[n+](C)c1[N+](=O)[O-]

=====

No. 2
A gas-phase ion, C6H10N3O4S (charge -1). Source: the Open Molecules 2025 dataset; level of theory: ωB97M-V with the def2-TZVPD basis set.

Last columns: bonded neighbours and bond lengths (Å).
CARTESIAN COORDINATES (ANGSTROEM)
1 C -0.1280 2.4049 0.3146  C2 1.538, H15 1.123, H16 1.020, H17 1.041
2 C -0.8843 1.2369 0.9686  C1 1.538, C3 1.542, N4 1.419, H18 1.184
3 C -0.6347 1.0156 2.4745  C2 1.542, H19 1.097, H20 1.092, H21 1.123
4 N -0.6325 0.1200 0.1297  C2 1.419, S5 1.494
5 S 0.5741 -0.7470 0.2851  N4 1.494, O6 1.392, O7 1.457, N8 1.739
6 O 1.7123 -0.1195 0.7837  S5 1.392
7 O 0.3313 -1.9925 1.0013  S5 1.457
8 N 0.9744 -1.4108 -1.2713  S5 1.739, C9 1.513, C10 1.376
9 C 1.5873 -0.3328 -2.1382  N8 1.513, H22 1.102, H23 1.087, H24 1.125
10 C -0.0566 -2.0348 -1.9345  N8 1.376, O11 1.208, N12 1.350
11 O -0.2139 -1.9766 -3.1307  C10 1.208
12 N -0.9092 -2.7279 -1.1496  C10 1.350, C13 1.252
13 C -1.1758 -2.7356 0.0738  N12 1.252, O14 1.163
14 O -1.9270 -3.0114 0.9176  C13 1.163
15 H -0.4809 3.3914 0.7188  C1 1.123
16 H 0.8780 2.5039 0.4484  C1 1.020
17 H -0.3581 2.3248 -0.6980  C1 1.041
18 H -2.0394 1.4382 0.8063  C2 1.184
19 H -0.7339 2.0419 2.8501  C3 1.097
20 H 0.3944 0.6612 2.5582  C3 1.092
21 H -1.2371 0.1870 2.9357  C3 1.123
22 H 0.7511 0.2484 -2.5596  C9 1.102
23 H 2.0256 0.4078 -1.4739  C9 1.087
24 H 2.1830 -0.8932 -2.9106  C9 1.125

Values from the calculation:
LUMO, eV: 3.573
HOMO-LUMO gap, Ha: 0.3159
HOMO energy, hartree: -0.185
Charge: -1
Energy above the lowest of the compared OMol25 structures with the same formula, charge and spin, kJ/mol: 10.6
Energy, a.u.: -1098.0619
SMILES: CC(C)N=[S@@](=O)([O-])N(C)C(=O)N=C=O

=====

No. 3
A gas-phase ion, C6H10N3OS (charge +1). Source: the Open Molecules 2025 dataset; level of theory: ωB97M-V with the def2-TZVPD basis set.

Last columns: bonded neighbours and bond lengths (Å).
CARTESIAN COORDINATES (ANGSTROEM)
1 C 0.6940 0.4612 -1.1427  C2 1.514, C5 1.452, N7 1.250
2 C 1.5434 -0.6102 -0.4929  C1 1.514, C6 1.481, O10 1.207
3 C -2.6602 -0.9820 0.0213  C4 1.490, N8 1.464, H12 1.140, H13 1.123
4 C -2.6025 0.1587 0.9775  C3 1.490, S11 1.833, H14 1.121, H15 1.045
5 C -0.6736 0.1569 -0.7629  C1 1.452, N8 1.363, S11 1.830
6 C 2.7416 -0.0431 0.1669  C2 1.481, N9 1.470, H16 1.111, H17 1.042
7 N 0.9576 1.4458 -1.8657  C1 1.250, H20 1.102
8 N -1.4475 -0.9647 -0.7994  C3 1.464, C5 1.363, H18 1.088
9 N 2.2420 0.9780 1.0992  C6 1.470, H19 1.036, H21 1.006
10 O 1.1816 -1.7611 -0.4719  C2 1.207
11 S -1.4378 1.4148 0.3249  C4 1.833, C5 1.830
12 H -2.8984 -1.9534 0.5681  C3 1.140
13 H -3.4901 -1.0509 -0.7322  C3 1.123
14 H -3.5238 0.7247 1.2734  C4 1.121
15 H -2.2910 -0.2742 1.8762  C4 1.045
16 H 3.3802 0.4950 -0.5659  C6 1.111
17 H 3.2349 -0.8128 0.6661  C6 1.042
18 H -1.0951 -1.9142 -1.1967  N8 1.088
19 H 1.9990 0.8104 2.0919  N9 1.036
20 H 2.0087 1.7756 -1.8818  N7 1.102
21 H 2.1370 1.9457 0.8470  N9 1.006

Values from the calculation:
LUMO, eV: -5.218
HOMO-LUMO gap, Ha: 0.2818
HOMO energy, hartree: -0.474
Charge: +1
Energy above the lowest of the compared OMol25 structures with the same formula, charge and spin, kJ/mol: 226.5
Energy, a.u.: -871.9970

=====

No. 4
A single C6H10N4 molecule. Source: the Open Molecules 2025 dataset; level of theory: ωB97M-V with the def2-TZVPD basis set.

Last columns: bonded neighbours and bond lengths (Å).
CARTESIAN COORDINATES (ANGSTROEM)
1 C 2.4487 -0.5110 -0.1390  N2 1.542, H11 1.185, H12 1.194, H13 1.177
2 N 1.5920 0.1011 0.9870  C1 1.542, C3 1.513, H14 1.064
3 C 0.7342 1.2320 0.4637  N2 1.513, C4 1.644, H15 1.193, H16 1.193
4 C -0.5478 0.7629 -0.4516  C3 1.644, C5 1.672, C7 1.644, H17 1.194
5 C -1.8505 1.7442 -0.0819  C4 1.672, N6 1.318
6 N -2.7347 2.5756 0.4314  C5 1.318
7 C -0.9700 -0.8172 -0.2813  C4 1.644, N8 1.528, C9 1.672, H18 1.173
8 N -1.6438 -1.1073 1.0589  C7 1.528, H19 1.056, H20 1.062
9 C -2.1279 -1.1037 -1.4535  C7 1.672, N10 1.317
10 N -2.8606 -1.2858 -2.5331  C9 1.317
11 H 2.1752 -0.0597 -1.1995  C1 1.185
12 H 2.1662 -1.6708 -0.1261  C1 1.194
13 H 3.6010 -0.3299 0.0170  C1 1.177
14 H 2.2843 0.5656 1.6473  N2 1.064
15 H 1.4053 1.9784 -0.1815  C3 1.193
16 H 0.3037 1.8887 1.3616  C3 1.193
17 H -0.3156 0.9249 -1.6115  C4 1.194
18 H -0.1061 -1.5819 -0.4951  C7 1.173
19 H -2.5490 -1.6279 0.9008  N8 1.056
20 H -1.0045 -1.6783 1.6862  N8 1.062

Values from the calculation:
LUMO, eV: 0.250
HOMO-LUMO gap, Ha: 0.3789
HOMO energy, hartree: -0.370
Energy above the lowest of the compared OMol25 structures with the same formula, charge and spin, kJ/mol: 618.1
Energy, a.u.: -453.4155
SMILES: CNC[C@H](C#N)[C@@H](N)C#N

=====

No. 5
A single C6H10N4 molecule. Source: the Open Molecules 2025 dataset; level of theory: ωB97M-V with the def2-TZVPD basis set.

Last columns: bonded neighbours and bond lengths (Å).
CARTESIAN COORDINATES (ANGSTROEM)
1 C -1.8881 1.3672 -0.0048  C2 1.532, H11 1.154, H12 1.059, H13 1.087
2 C -1.7286 -0.1303 0.2769  C1 1.532, C3 1.541, C4 1.544, H14 1.178
3 C -2.3921 -1.0122 -0.7979  C2 1.541, H15 1.158, H16 1.124, H17 1.132
4 C -0.2538 -0.5855 0.3071  C2 1.544, N5 1.582, H18 1.079
5 N 0.7365 0.6486 0.2960  C4 1.582, N6 1.325
6 N 2.0078 0.2753 0.3057  N5 1.325, C7 1.351, C10 1.385
7 C 2.6553 -0.8818 0.5649  N6 1.351, N8 1.298, H19 1.098
8 N 3.9336 -0.8046 0.3510  C7 1.298, N9 1.291
9 N 4.1590 0.4197 0.0095  N8 1.291, C10 1.322
10 C 3.0500 1.1388 0.0124  N6 1.385, N9 1.322, H20 1.111
11 H -0.8467 1.6626 -0.4046  C1 1.154
12 H -2.1831 1.9075 0.8564  C1 1.059
13 H -2.6684 1.5086 -0.7488  C1 1.087
14 H -2.1627 -0.2532 1.3650  C2 1.178
15 H -2.7591 -2.0400 -0.4097  C3 1.158
16 H -3.3912 -0.6868 -1.1964  C3 1.124
17 H -1.7419 -1.2993 -1.6795  C3 1.132
18 H 0.1427 -1.5868 0.3744  C4 1.079
19 H 2.2012 -1.8182 0.9140  C7 1.098
20 H 3.1297 2.1705 -0.3916  C10 1.111

Values from the calculation:
LUMO (alpha / beta), eV: -0.838 / -0.836
HOMO-LUMO gap (alpha / beta), Ha: 0.3113 / 0.3114
HOMO energy (alpha / beta), hartree: -0.342 / -0.342
Energy above the lowest of the compared OMol25 structures with the same formula, charge and spin, kJ/mol: 468.6
Energy, a.u.: -453.4725
SMILES: CC(C)/C=N/n1cnnc1

=====

No. 6
A gas-phase ion, C6H10N5S (charge +1). Source: the Open Molecules 2025 dataset; level of theory: ωB97M-V with the def2-TZVPD basis set.

Last columns: bonded neighbours and bond lengths (Å).
CARTESIAN COORDINATES (ANGSTROEM)
1 C 2.7399 -0.5418 -1.0413  C5 1.453, N7 1.145
2 C 1.0118 0.4201 0.7730  C6 1.488, N8 1.279, S12 1.792
3 C -1.0648 1.5132 -0.1399  N9 1.325, N10 1.336, S12 1.712
4 C -2.6924 -1.3379 0.1195  N11 1.487, H13 1.106, H14 1.117, H15 1.043
5 C 2.8954 -0.9755 0.3364  C1 1.453, C6 1.549, H16 1.143, H17 1.030
6 C 2.4206 0.2152 1.2063  C2 1.488, C5 1.549, H18 1.006, H19 1.177
7 N 2.4699 -0.0333 -2.0314  C1 1.145
8 N 0.1664 -0.4383 0.3434  C2 1.279, N9 1.421
9 N -0.9690 0.1945 -0.2296  C3 1.325, N8 1.421, N11 1.360
10 N -2.0052 2.1951 -0.7990  C3 1.336, H20 0.993, H21 1.017
11 N -1.9198 -0.5386 -0.8686  C4 1.487, N9 1.360, H22 0.990
12 S 0.3375 2.0768 0.6639  C2 1.792, C3 1.712
13 H -3.4145 -0.7980 0.7601  C4 1.106
14 H -3.3407 -1.9246 -0.5758  C4 1.117
15 H -1.9163 -1.8077 0.6351  C4 1.043
16 H 2.2235 -1.8464 0.6478  C5 1.143
17 H 3.8283 -1.2692 0.6582  C5 1.030
18 H 2.9254 1.0606 0.9975  C6 1.006
19 H 2.3563 -0.1545 2.3221  C6 1.177
20 H -2.6843 1.6792 -1.3073  N10 0.993
21 H -1.9180 3.2084 -0.8081  N10 1.017
22 H -1.4501 -0.8973 -1.6625  N11 0.990

Values from the calculation:
LUMO, eV: -3.317
HOMO-LUMO gap, Ha: 0.3960
HOMO energy, hartree: -0.518
Charge: +1
Energy above the lowest of the compared OMol25 structures with the same formula, charge and spin, kJ/mol: 127.9
Energy, a.u.: -906.2755